(1)
Here is a molecular structure, C9H16F4LiN2O17S4 in a non-equilibrium geometry from the OMol25 dataset. Energies are from ωB97M-V/def2-TZVPD.

Values from the calculation:
Gap between HOMO and LUMO: 8.0 eV
ΔE to the lowest compared entry with this formula, charge and spin: 121.0 kcal/mol
E_tot: -3740.820469 Eh
E_LUMO: 1.4 eV
HOMO: -6.6 eV

The geometry in ORCA input format:
```
! RIJCOSX wB97M-V def2-TZVPD def2/J DEFGRID3
* xyz -1 1
Li -7.82470 -11.12365 15.45729
N -11.50689 -15.04908 15.41404
S -11.01774 -14.84096 16.87941
O -11.21188 -15.75382 18.01315
O -10.85545 -13.45184 17.17937
F -9.46027 -15.19299 16.39651
S -13.08598 -14.98864 16.01686
O -13.54872 -13.63817 16.39499
O -13.62770 -16.17852 16.63393
F -13.71069 -15.07251 14.57297
N -8.10763 -12.01126 12.68504
S -8.19399 -10.84759 11.38897
O -8.98826 -11.22034 10.22462
O -7.12003 -9.91903 11.20188
F -9.23454 -9.95394 12.25830
S -7.01813 -12.79812 12.01308
O -5.69143 -12.56273 12.59432
O -7.08789 -13.25153 10.62280
F -7.54482 -14.17049 12.69185
C -10.42888 -8.52015 20.61616
C -11.73611 -7.89964 20.02122
O -11.77453 -8.28509 18.67690
C -10.56016 -8.61959 18.28920
O -10.24480 -8.79089 17.12070
O -9.75150 -8.71055 19.38446
H -10.68754 -9.44352 21.13444
H -10.02117 -7.76318 21.28613
H -11.69521 -6.81195 20.07937
H -12.46212 -8.33924 20.70514
C -3.29492 -8.57985 14.41678
O -3.67312 -7.42224 15.05488
C -4.92651 -7.31288 15.41865
O -5.78635 -8.22700 15.36657
O -5.08510 -6.11389 15.90009
C -6.38450 -5.63998 16.35418
H -2.21682 -8.45472 14.31616
H -3.73931 -8.66041 13.42475
H -3.52910 -9.48510 14.97694
H -6.36897 -4.55692 16.47586
H -6.60315 -6.04335 17.34292
H -7.24529 -5.90665 15.74094
C -2.39267 -11.47128 18.53785
O -3.63738 -11.56059 17.93069
C -4.16080 -12.75337 17.58652
O -5.33246 -12.93322 17.17981
O -3.15177 -13.73919 17.56285
C -3.57137 -15.09159 17.40871
H -2.12040 -10.42942 18.70664
H -1.57341 -11.69380 17.85417
H -2.19844 -11.99912 19.47153
H -2.64475 -15.66153 17.47678
H -3.91713 -15.18369 16.37912
H -4.28460 -15.51364 18.11672
*
```

Mulliken atomic charge list, values in e, 2 entries: Li 0.95; N -0.25

(2)
Here is 2 unconnected molecules or ions with the total composition C9H16FNO5 in a non-equilibrium geometry from the OMol25 dataset. Energies are from ωB97M-V/def2-TZVPD.

Values from the calculation:
Gap between HOMO and LUMO: 10.6 eV
SMILES: CCC[C@H](C)NC(=O)O.O=C1OC[C@@H](F)O1
E_tot: -883.229782 Eh
E_LUMO: 0.3 eV
HOMO: -10.2 eV

The geometry in ORCA input format:
```
! RIJCOSX wB97M-V def2-TZVPD def2/J DEFGRID3
* xyz 0 1
C 2.59950 1.55107 -1.64507
C 1.82942 0.60422 -0.50136
C 0.20900 0.99462 -0.63999
C -0.61045 -0.19177 -1.41910
C 0.19608 -0.80111 -2.74589
N -1.98770 0.19147 -1.91169
C -2.53498 1.43011 -1.23818
O -3.33286 1.44800 -0.15136
O -2.22996 2.77866 -1.82223
H 2.37720 2.67001 -1.29343
H 3.76149 1.41486 -1.64493
H 2.18124 1.30931 -2.71087
H 2.21749 0.84353 0.60205
H 2.03805 -0.53818 -0.66697
H 0.18419 2.04373 -1.15779
H -0.18604 1.01341 0.48640
H -0.74106 -1.08195 -0.63517
H 1.11334 -1.48614 -2.42992
H 0.48924 0.08185 -3.45575
H -0.57525 -1.52016 -3.29198
H -2.63317 -0.61459 -1.65949
H -2.03617 2.56264 -2.80116
O -1.18058 -3.58536 4.66005
C -0.72670 -2.62901 4.05404
O -0.83312 -1.33225 4.47660
C -0.07153 -0.55463 3.57480
C -0.04405 -1.40951 2.35409
F 1.10790 -1.23439 1.66853
O -0.05873 -2.72120 2.86998
H 0.92531 -0.38398 3.99501
H -0.54643 0.41344 3.39401
H -0.90067 -1.26672 1.68676
*
```

Mulliken atomic charge list, values in e, 2 entries: C -0.97; C -0.38

(3)
Here is a gas-phase ion, C9H16N (charge +1) in a non-equilibrium geometry from the OMol25 dataset. Energies are from ωB97M-V/def2-TZVPD.

Values from the calculation:
Gap between HOMO and LUMO: 7.6 eV
ΔE to the lowest compared entry with this formula, charge and spin: 84.3 kcal/mol
E_tot: -406.915256 Eh
E_LUMO: -5.8 eV
HOMO: -13.4 eV

The geometry in ORCA input format:
```
! RIJCOSX wB97M-V def2-TZVPD def2/J DEFGRID3
* xyz 1 1
C -0.20238 -0.92147 3.43918
C -1.11816 -2.06189 0.01178
C -0.13417 -1.08210 1.97540
C -0.86743 0.71956 -2.01261
C 0.32382 1.17126 -1.17182
C -0.02129 -0.23348 -1.32317
C 1.56147 1.66512 -1.90030
C 0.05425 1.89304 0.13503
C 0.09619 -1.59286 -1.00508
N -0.98241 -1.73466 1.32712
H 0.70648 -1.32498 3.88742
H -0.24234 0.13680 3.69985
H -1.13791 -3.15081 -0.07289
H -2.05697 -1.66317 -0.37888
H 0.71241 -0.60130 1.46894
H -1.87281 0.87859 -1.63879
H -0.82338 0.78283 -3.09282
H 1.70467 1.13246 -2.83682
H 2.44823 1.53071 -1.28495
H 1.44872 2.72443 -2.11660
H -0.78823 1.45313 0.66356
H -0.17904 2.93390 -0.07849
H 0.93167 1.86831 0.77683
H -1.06866 -1.43487 3.84695
H 1.03512 -1.86865 -0.52466
H -0.12222 -2.22328 -1.86882
*
```

Mulliken atomic charge list, values in e, 2 entries: C -1.16; C -0.62

(4)
Here is 2 unconnected molecules or ions with the total composition C9H16N2O in a non-equilibrium geometry from the OMol25 dataset. Energies are from ωB97M-V/def2-TZVPD.

Values from the calculation:
Gap between HOMO and LUMO (spin up / spin down): 8.6 / 7.1 eV
ΔE to the lowest compared entry with this formula, charge and spin: 128.1 kcal/mol
E_tot: -537.099734 Eh
E_LUMO (spin up / spin down): 0.3 / -0.6 eV
HOMO (spin up / spin down): -8.3 / -7.7 eV

The geometry in ORCA input format:
```
! RIJCOSX wB97M-V def2-TZVPD def2/J DEFGRID3
* xyz 0 1
C 1.53051 -0.59976 0.99203
C 0.07135 1.50835 -0.77311
C -0.83758 -2.70802 1.78926
C -1.27020 -0.26917 2.39752
C -2.16964 -1.20734 0.26766
C 1.11775 2.90491 -2.59132
C 2.24988 0.89618 -1.81248
C 0.34593 -0.89675 0.41730
C -0.91454 -1.24966 1.18450
N 2.49362 -0.21260 1.49355
N 1.03343 1.75355 -1.66414
O -0.85384 2.05937 -0.25369
H -1.17673 -3.41221 0.95299
H 0.14110 -2.84733 2.00517
H -1.48670 -2.62540 2.65382
H -2.21664 -0.49915 2.89171
H -0.32539 -0.25600 2.98724
H -1.47021 0.70492 1.87678
H -2.10603 -0.36728 -0.60056
H -3.12448 -1.04510 0.62321
H -2.17058 -2.19833 -0.31519
H 1.07061 2.56231 -3.57272
H 0.27858 3.44081 -2.39031
H 1.97694 3.45301 -2.15631
H 2.36181 0.20744 -1.09573
H 2.05148 0.36029 -2.72628
H 3.10814 1.46007 -1.90414
H 0.29141 -0.91711 -0.67676
*
```

Mulliken atomic charge list, values in e, 2 entries: C -0.10; C 0.58

(5)
Here is 2 unconnected molecules or ions with the total composition C9H16N2O2 in a non-equilibrium geometry from the OMol25 dataset. Energies are from ωB97M-V/def2-TZVPD.

Values from the calculation:
Gap between HOMO and LUMO: 10.1 eV
SMILES: O=c1cc[nH]c(=O)[nH]1.CCCCC
ΔE to the lowest compared entry with this formula, charge and spin: 100.1 kcal/mol
E_tot: -612.426219 Eh
E_LUMO: 0.5 eV
HOMO: -9.6 eV

The geometry in ORCA input format:
```
! RIJCOSX wB97M-V def2-TZVPD def2/J DEFGRID3
* xyz 0 1
O -1.29417 3.97099 -2.71247
C -1.21636 2.82402 -2.50865
C -0.14804 1.99098 -3.00057
C -0.39728 0.70982 -2.81518
N -1.45489 0.15500 -2.20556
C -2.63860 0.89932 -1.83501
O -3.73510 0.47501 -1.46835
N -2.36164 2.19791 -2.05899
H 0.74097 2.34375 -3.49248
H 0.32974 0.02358 -3.07729
H -1.29674 -0.79917 -1.98962
H -3.09108 2.75978 -1.69018
C 1.38359 -1.98740 -0.53920
C 1.46855 -0.79205 0.32494
C 0.99346 -1.27058 1.69496
C 1.04372 -0.28487 2.91076
C 0.18884 -0.57563 4.19040
H 2.23397 -2.80017 -0.23680
H 0.33253 -2.58700 -0.51253
H 1.36507 -1.42598 -1.51990
H 0.49513 -0.19301 -0.27692
H 2.46892 -0.35008 0.08594
H 0.00528 -1.72010 1.48760
H 1.73046 -2.05650 2.02950
H 0.64133 0.85321 2.55018
H 2.23293 -0.39384 3.20952
H 0.92837 -1.19218 4.78374
H -0.07278 0.36605 4.70982
H -0.87615 -1.14086 3.96234
*
```

Mulliken atomic charge list, values in e, 2 entries: O -0.57; C 0.44

(6)
Here is C9H16N2O2S2 in the gas phase in a non-equilibrium geometry from the OMol25 dataset. Energies are from ωB97M-V/def2-TZVPD.

Values from the calculation:
Gap between HOMO and LUMO: 7.9 eV
SMILES: S=C(SN1CCOCC1)N1CCOCC1
E_tot: -1408.774215 Eh
E_LUMO: -0.3 eV
HOMO: -8.1 eV

The geometry in ORCA input format:
```
! RIJCOSX wB97M-V def2-TZVPD def2/J DEFGRID3
* xyz 0 1
S 1.48047 1.58443 2.22734
C 0.38889 1.30774 0.95610
S -1.15778 0.58819 1.22628
N -0.93166 -1.10308 1.03307
C -2.03954 -1.77256 0.39425
C -1.88907 -3.34069 0.33954
O -1.38918 -3.80143 1.55976
C -0.09373 -3.22358 1.84857
C -0.34832 -1.83490 2.23888
N 0.70446 1.57493 -0.35941
C 2.14739 1.55970 -0.75333
C 2.33276 2.61624 -1.86719
O 1.29812 2.76255 -2.84979
C 0.10612 3.05142 -2.15690
C -0.42191 1.88564 -1.27031
H -2.98092 -1.65087 0.99774
H -2.11890 -1.34292 -0.55369
H -2.85123 -3.86379 0.17829
H -1.27341 -3.72208 -0.52262
H 0.52757 -3.27768 1.01980
H 0.41086 -3.72097 2.68086
H 0.57456 -1.42940 2.66464
H -1.03577 -1.83972 3.03480
H 2.94978 1.75135 0.02265
H 2.32973 0.59520 -1.19105
H 2.40830 3.59889 -1.42370
H 3.35383 2.46753 -2.19638
H 0.22762 4.05612 -1.70504
H -0.67870 3.25718 -2.94653
H -1.40127 2.27289 -0.77229
H -0.62909 0.99368 -1.85436
*
```

Mulliken atomic charge list, values in e, 2 entries: S -0.31; C 0.11